Formula: H38O19
Source: the OMol25 dataset
Level of theory: ωB97M-V with the def2-TZVPD basis set

Geometry as XYZ:
```
57
Properties=species:S:1:pos:R:3:nbo_charge:R:1
O 0.011 -3.158 2.862 -0.94
H 0.507 -2.406 2.871 0.46
H 0.384 -3.966 2.917 0.48
O -0.973 3.750 3.253 -0.92
H -0.506 4.122 2.703 0.44
H -1.083 2.945 2.872 0.47
O -3.387 -3.196 -0.596 -0.93
H -3.111 -2.457 -0.149 0.47
H -3.453 -3.783 0.106 0.47
O -4.277 0.391 0.589 -0.97
H -4.290 -0.151 -0.217 0.49
H -4.968 0.248 1.196 0.48
O 0.417 3.885 0.167 -1.00
H 0.375 4.710 -0.389 0.48
H 1.102 3.231 -0.247 0.50
O 2.952 -2.258 0.351 -0.95
H 2.254 -2.050 -0.288 0.48
H 2.659 -2.034 1.284 0.44
O 2.141 1.766 -1.218 -1.00
H 2.846 2.459 -1.061 0.51
H 2.368 0.847 -1.033 0.50
O 3.792 2.609 0.628 -0.95
H 2.961 2.329 1.039 0.49
H 4.176 2.449 1.483 0.47
O -2.749 2.120 -1.731 -0.95
H -3.144 1.374 -1.312 0.47
H -3.345 2.769 -1.902 0.47
O 1.492 2.648 2.846 -0.97
H 2.143 2.491 3.474 0.47
H 0.720 2.788 3.351 0.48
O 2.991 -0.622 2.281 -0.90
H 2.362 -1.329 2.501 0.45
H 3.807 -0.887 2.078 0.48
O 2.929 0.082 -3.286 -0.95
H 2.978 -0.137 -4.296 0.48
H 3.856 0.211 -3.089 0.49
O -1.447 -3.230 -3.662 -0.96
H -2.171 -3.130 -2.996 0.49
H -0.701 -2.565 -3.483 0.47
O -1.042 1.716 1.705 -0.99
H -0.220 2.110 1.396 0.52
H -1.753 1.615 1.134 0.49
O 0.680 -1.030 -4.008 -0.97
H 1.550 -0.651 -3.737 0.49
H 0.310 -1.412 -3.140 0.46
O -1.715 -0.602 -3.156 -1.00
H -1.826 0.316 -3.287 0.48
H -1.667 -1.066 -4.196 0.52
O -2.787 -1.065 1.879 -0.96
H -1.911 -0.570 1.931 0.49
H -3.323 -0.468 2.424 0.47
O 0.974 -3.621 0.740 -0.95
H 0.358 -4.257 0.428 0.47
H 0.492 -2.707 0.776 0.47
O 0.065 -0.426 0.067 -0.96
H -0.508 -1.081 -0.252 0.46
H -0.299 0.332 -0.601 0.50
```

Computed properties:
- energy (eV) = -39512.9370
- gap between HOMO and LUMO (eV) = 9.941
- total charge = 0
- energy above the lowest of the compared OMol25 structures with the same formula, charge and spin (kJ/mol) = 961.19